This record from the OMol25 dataset describes a cluster of 2 separate species, C8H17BN2O5P in total at a distorted geometry. The level of theory is ωB97M-V/def2-TZVPD.

Output
Total energy ... -1166.67670 Ha
Kohn-Sham gap ... 0.253 hartree
M ... 263.0 u
LUMO level ... -5.22 eV
Multiplicity ... 1
Charge ... +1

XYZ file:
```
34
Properties=species:S:1:pos:R:3:forces:R:3:nbo_charge:R:1
C -0.70952 2.12985 -3.52460 0.5 -1.3 0.0 -1.02
B -1.52584 0.81433 -3.13493 -0.4 1.4 -0.3 1.02
O -2.90110 0.85312 -3.00556 1.3 -0.2 0.8 -0.88
C -0.63697 -0.54347 -2.96061 -0.3 0.8 -1.6 -0.04
C 0.19688 -0.95707 -4.04483 0.9 -2.2 1.8 -0.16
C 0.94696 -2.12852 -3.73464 -1.4 1.7 0.1 -0.12
C 0.75963 -2.70175 -2.43398 1.5 -1.7 -0.4 0.02
N -0.04810 -2.32432 -1.46883 0.6 0.4 -1.7 -0.12
N -0.69342 -1.23722 -1.84084 -1.3 0.6 0.6 -0.24
H -1.11962 3.04469 -3.06548 0.1 -0.4 -0.4 0.28
H 0.34618 1.96660 -3.20362 -0.6 0.4 -0.2 0.24
H -0.66608 2.20551 -4.63744 -0.2 0.2 0.6 0.27
H -3.20543 0.73608 -2.08989 -0.4 -0.2 -0.5 0.52
H 0.25840 -0.42765 -5.00027 -0.1 -0.2 0.5 0.27
H 1.64842 -2.59334 -4.43761 -0.3 0.2 0.4 0.27
H 1.37174 -3.58932 -2.19427 -0.5 0.5 -0.1 0.24
H -1.34111 -0.89009 -1.12826 0.3 -0.3 -0.1 0.43
C -0.00312 -1.24898 5.15986 -0.2 -0.4 0.3 -0.27
O 0.44231 -0.92662 3.83209 1.9 2.5 1.4 -0.72
P 0.09547 0.63209 3.30615 -5.4 -1.8 -5.4 2.37
O -1.39726 0.49398 3.24648 0.7 0.4 1.0 -1.07
O 0.79136 0.31601 1.86277 0.3 0.5 0.1 -0.83
C 0.30651 -0.77344 1.10482 0.3 -0.4 0.3 -0.24
O 0.13783 2.28143 3.00082 2.2 -1.3 2.4 -0.68
C 1.43180 2.89141 2.83705 0.2 0.3 -0.2 -0.27
H 0.56885 -2.10552 5.51266 0.1 0.1 -0.1 0.20
H 0.15694 -0.41428 5.84045 -0.1 -0.1 0.1 0.18
H -1.06035 -1.51139 5.13842 0.0 0.2 -0.1 0.21
H -0.74790 -0.98241 1.30886 0.0 0.1 0.2 0.20
H 0.90418 -1.65948 1.32173 -0.1 -0.1 -0.1 0.20
H 0.42231 -0.53450 0.05221 0.3 0.3 0.2 0.14
H 1.83887 2.65470 1.85336 0.0 -0.1 0.1 0.19
H 2.12068 2.55928 3.61339 0.1 0.1 -0.1 0.18
H 1.31051 3.97031 2.91453 -0.1 -0.1 0.1 0.21
```
Forces are in eV/Å.